{
  "formula": "C38H114N12O11P4S7",
  "method": "ωB97M-V/def2-TZVPD",
  "total_charge": 0,
  "e_tot_ev": -194658.692,
  "orbital_gap_ev": 8.47,
  "homo_energy_ev": -7.98,
  "lumo_ha": 0.018,
  "e_above_lowest_kcal_mol": 42.5,
  "molar_mass_g_mol": 1263.77,
  "elements": ["C", "S", "O", "C", "H", "H", "H", "H", "H", "H", "C", "S", "O", "C", "H", "H", "H", "H", "H", "H", "C", "S", "O", "C", "H", "H", "H", "H", "H", "H", "C", "S", "O", "C", "H", "H", "H", "H", "H", "H", "C", "S", "O", "C", "H", "H", "H", "H", "H", "H", "C", "S", "O", "C", "H", "H", "H", "H", "H", "H", "C", "S", "O", "C", "H", "H", "H", "H", "H", "H", "O", "P", "N", "C", "C", "N", "C", "C", "N", "C", "C", "H", "H", "H", "H", "H", "H", "H", "H", "H", "H", "H", "H", "H", "H", "H", "H", "H", "H", "O", "P", "N", "C", "C", "N", "C", "C", "N", "C", "C", "H", "H", "H", "H", "H", "H", "H", "H", "H", "H", "H", "H", "H", "H", "H", "H", "H", "H", "O", "P", "N", "C", "C", "N", "C", "C", "N", "C", "C", "H", "H", "H", "H", "H", "H", "H", "H", "H", "H", "H", "H", "H", "H", "H", "H", "H", "H", "O", "P", "N", "C", "C", "N", "C", "C", "N", "C", "C", "H", "H", "H", "H", "H", "H", "H", "H", "H", "H", "H", "H", "H", "H", "H", "H", "H", "H"],
  "positions_angstrom": [[11.26429, 13.23025, 10.52228], [12.91349, 13.12267, 11.22549], [13.77353, 14.20621, 10.66278], [12.53426, 13.66494, 12.90466], [10.66182, 12.78512, 11.30409], [11.30366, 12.54120, 9.67669], [10.89880, 14.25176, 10.36827], [13.52970, 13.92495, 13.29197], [12.03042, 12.74623, 13.27412], [11.78459, 14.44752, 12.77570], [10.84666, 13.86705, 18.97143], [11.50678, 14.60688, 20.43401], [12.86068, 15.14898, 20.03540], [10.30535, 15.89906, 20.28394], [11.13532, 14.67373, 18.26681], [9.79784, 13.80473, 19.06934], [11.28511, 12.90597, 18.68531], [9.48482, 15.52188, 20.91469], [9.96716, 16.16300, 19.29816], [10.74043, 16.72603, 20.84667], [16.65438, 18.88079, 15.29200], [15.29904, 20.02561, 15.26267], [14.24233, 19.55522, 16.19930], [16.08540, 21.40249, 15.99840], [16.27985, 17.92250, 14.87209], [17.02326, 18.93006, 16.34305], [17.50062, 19.18923, 14.68231], [16.42147, 21.29981, 17.03748], [15.32315, 22.16034, 15.97302], [16.91363, 21.80392, 15.35017], [16.35588, 19.90078, 21.41854], [15.52748, 19.87024, 19.88049], [16.52829, 19.68666, 18.76368], [14.56925, 18.31898, 20.29014], [17.05620, 19.02128, 21.44630], [15.66090, 19.99694, 22.26961], [16.91491, 20.81524, 21.45444], [13.78758, 18.64285, 20.95690], [15.26255, 17.61948, 20.68206], [14.20777, 17.94196, 19.30697], [10.49362, 16.19130, 14.71091], [9.72429, 17.42775, 15.74861], [10.00337, 16.91426, 17.13465], [10.67206, 18.87303, 15.47893], [9.87615, 15.37013, 14.87416], [11.48006, 16.09073, 15.06770], [10.44631, 16.46574, 13.66663], [10.36055, 19.59930, 16.24341], [10.58490, 19.23474, 14.47413], [11.71612, 18.82352, 15.69536], [16.42578, 15.63250, 11.29031], [17.01261, 17.27690, 11.12820], [16.11670, 17.98791, 12.15663], [18.67791, 16.92409, 11.85830], [17.24306, 15.01381, 11.04074], [15.65228, 15.52408, 10.47214], [15.97753, 15.60475, 12.24670], [19.25053, 16.32806, 11.14785], [18.44618, 16.38155, 12.75512], [19.13657, 17.94376, 12.03414], [14.39476, 16.54957, 16.79395], [14.15144, 14.87153, 16.08218], [15.06072, 14.78250, 14.84403], [14.87616, 13.94863, 17.35298], [15.49940, 16.73674, 16.93884], [13.88363, 16.55028, 17.77094], [13.93197, 17.19595, 16.05855], [15.98517, 14.01773, 17.37707], [14.58454, 12.83899, 17.33417], [14.45130, 14.34265, 18.33803], [10.51207, 16.52355, 11.20409], [10.91747, 17.88957, 10.72204], [12.51807, 18.35357, 10.92764], [12.98396, 18.17252, 12.35165], [13.41054, 17.81667, 9.93274], [10.13611, 19.23151, 11.41107], [10.71528, 20.56738, 11.67755], [8.68914, 19.34097, 11.47631], [10.57502, 17.87554, 9.15681], [10.49185, 16.58975, 8.35404], [10.42245, 19.15855, 8.53162], [12.10561, 18.40217, 12.95323], [13.71482, 18.94493, 12.55637], [13.44693, 17.23762, 12.55024], [14.41892, 18.19972, 10.18086], [13.10502, 18.34092, 9.02702], [13.55733, 16.74116, 9.97293], [10.29097, 21.36252, 11.06920], [10.48023, 20.88200, 12.73541], [11.78357, 20.54978, 11.56429], [8.33199, 20.09486, 10.77584], [8.21716, 18.37565, 11.28466], [8.44441, 19.55702, 12.48455], [9.75594, 16.61007, 7.52572], [11.33667, 16.35180, 7.85935], [10.27876, 15.76323, 9.09131], [9.40104, 19.22461, 8.04645], [11.13954, 19.41429, 7.80966], [10.23307, 19.92084, 9.24568], [16.36187, 11.08888, 17.88921], [17.33947, 10.29785, 18.64274], [16.47387, 9.37411, 19.72954], [17.16322, 8.59444, 20.75319], [15.02106, 9.32103, 19.61356], [18.39540, 11.32313, 19.34746], [19.76929, 11.18434, 19.56407], [17.92210, 12.67101, 19.73037], [18.32664, 9.26631, 17.84158], [17.65786, 8.01739, 17.36709], [19.17034, 9.78076, 16.70803], [17.11085, 7.55267, 20.39856], [16.67648, 8.78351, 21.69911], [18.22436, 8.91179, 20.78519], [14.58955, 9.19311, 20.59598], [14.56548, 8.60902, 18.89663], [14.69508, 10.28156, 19.13045], [20.20976, 10.18864, 19.27188], [20.32940, 12.01031, 19.11860], [19.97850, 11.27605, 20.65106], [18.12173, 13.40046, 18.93104], [16.81064, 12.62878, 19.78560], [18.38413, 13.02989, 20.64675], [18.36452, 7.20713, 17.50769], [16.81874, 7.84959, 18.09458], [17.24883, 8.10313, 16.34511], [18.72086, 10.41329, 15.98729], [19.74537, 9.00803, 16.29833], [19.98316, 10.34132, 17.15672], [18.87458, 10.08523, 13.65227], [17.53714, 10.00449, 13.04887], [17.62998, 9.98524, 11.39880], [18.59994, 9.19660, 10.70106], [16.51989, 10.46090, 10.55222], [16.53393, 11.33680, 13.34428], [17.20038, 12.56570, 12.89935], [15.99358, 11.33483, 14.68296], [16.63824, 8.64613, 13.59173], [15.24946, 8.55588, 13.17839], [17.34080, 7.42158, 13.77556], [19.31630, 8.95800, 11.42732], [19.11280, 9.70510, 9.86143], [18.19973, 8.21636, 10.36015], [16.94163, 10.96420, 9.63626], [15.86399, 11.17126, 11.07950], [15.84297, 9.66237, 10.22207], [18.07746, 12.75033, 13.56913], [17.49686, 12.46294, 11.87533], [16.52190, 13.41069, 12.89687], [16.75860, 11.21174, 15.47555], [15.46583, 12.26826, 14.84199], [15.29396, 10.51658, 14.77635], [15.13711, 7.93037, 12.22154], [14.69972, 8.02894, 13.95284], [14.80083, 9.57731, 13.07871], [17.31977, 6.72835, 12.91356], [16.96107, 6.81196, 14.62220], [18.37816, 7.67550, 14.06548], [20.77254, 14.64338, 18.54602], [19.98688, 15.57430, 17.63638], [18.98796, 16.73613, 18.39196], [19.75261, 17.81293, 18.98735], [17.97219, 16.20801, 19.26301], [18.78619, 14.65854, 16.84246], [19.38117, 13.47306, 16.11365], [17.81737, 15.26227, 15.93311], [20.98132, 16.34347, 16.54969], [22.42446, 16.16337, 16.77045], [20.61235, 17.53421, 15.71407], [20.67942, 17.98717, 18.45283], [20.03427, 17.47201, 20.00267], [19.26177, 18.76106, 19.09828], [17.73802, 15.18466, 19.11043], [16.98142, 16.73695, 19.04258], [18.23085, 16.32574, 20.33925], [19.82367, 12.78595, 16.78858], [18.59611, 13.04093, 15.51409], [20.25800, 13.75671, 15.52713], [18.41255, 15.41327, 15.00351], [16.93174, 14.59236, 15.76943], [17.43233, 16.23832, 16.24371], [22.79467, 17.01633, 17.43353], [22.54233, 15.16444, 17.20524], [22.89194, 16.22162, 15.75898], [20.67586, 18.49032, 16.21666], [19.62626, 17.42091, 15.33908], [21.32044, 17.56830, 14.81969]],
  "mulliken_charge": [-0.82, 0.43, -0.57, -0.29, 0.41, 0.44, -0.04, -0.30, 0.51, 0.09, -0.63, 0.26, -0.49, -0.69, -0.01, 0.42, 0.34, 0.40, 0.14, 0.32, -0.27, 0.71, -0.59, -1.09, -0.32, 0.07, 0.64, 0.11, 0.45, 0.36, -0.99, 0.44, -0.55, -0.57, 0.19, 0.39, 0.40, 0.57, 0.36, -0.24, 0.05, 0.17, -0.55, 0.13, 0.59, -0.38, -0.02, 0.44, -0.11, -0.23, -0.50, 0.18, -0.52, -0.16, 0.64, 0.21, -0.14, 0.44, -0.46, 0.39, 0.44, 0.73, -0.33, -0.09, -0.22, -0.01, -0.31, -0.61, 0.35, 0.29, -0.99, 0.38, 0.11, -0.41, -0.76, 0.60, -1.21, -1.23, 0.42, -0.94, -1.08, -0.28, 0.34, 0.38, 0.30, 0.30, 0.15, 0.40, 0.31, 0.37, 0.32, 0.32, 0.36, 0.32, 0.40, 0.13, 0.33, 0.40, 0.21, -0.59, 0.30, 0.30, -1.05, -0.75, 0.68, -1.11, -1.19, 0.26, -0.81, -1.39, 0.31, 0.38, 0.21, 0.34, 0.22, 0.07, 0.39, 0.22, 0.36, 0.15, 0.31, 0.46, 0.32, 0.32, 0.04, 0.26, 0.55, 0.33, -0.99, 0.66, 0.39, -1.12, -0.82, 0.71, -0.89, -0.66, 0.84, -1.03, -1.22, 0.35, 0.33, 0.30, 0.31, 0.13, 0.23, 0.33, 0.64, -0.14, -0.01, -0.49, 0.39, 0.21, 0.35, 0.25, 0.23, 0.36, 0.40, -0.97, 0.40, 1.06, -1.19, 0.93, 0.80, -1.06, 1.08, 0.38, -1.08, -0.59, 0.33, 0.41, 0.04, -1.02, -0.55, 0.43, 0.10, -0.13, 0.52, 0.27, -1.22, -0.73, 0.25, 0.29, 0.37, 0.29, -0.02, 0.29]
}

{
  "formula": "CH2FIS",
  "method": "ωB97M-V/def2-TZVPD",
  "total_charge": 0,
  "e_tot_ev": -22719.254,
  "orbital_gap_ev": [7.25, 8.27],
  "homo_energy_ev": [-9.19, -9.61],
  "lumo_ha": [-0.072, -0.049],
  "e_above_lowest_kcal_mol": 70.2,
  "molar_mass_g_mol": 192.00,
  "elements": ["C", "F", "S", "I", "H", "H"],
  "positions_angstrom": [[-0.22528, -0.21653, 0.71646], [0.33538, 0.10264, 1.86991], [0.54015, 1.67434, -1.26646], [0.36643, -2.00489, -0.14469], [-1.39561, -0.25175, 0.84292], [0.37893, 0.69618, -2.01814]],
  "mulliken_charge": [-0.25, -0.13, -0.16, 0.17, 0.27, 0.10]
}

{
  "formula": "C8H25FeN6O3S2",
  "method": "ωB97M-V/def2-TZVPD",
  "total_charge": 2,
  "multiplicity": 2,
  "e_tot_ev": -79828.138,
  "orbital_gap_ev": [5.29, 7.92],
  "homo_energy_ev": [-14.85, -15.22],
  "lumo_ha": [-0.351, -0.268],
  "s2": 1.2158,
  "e_above_lowest_kcal_mol": 68.0,
  "molar_mass_g_mol": 373.31,
  "elements": ["Fe", "N", "C", "C", "N", "C", "C", "N", "C", "C", "N", "H", "H", "H", "H", "H", "H", "H", "H", "H", "H", "H", "H", "H", "H", "H", "H", "H", "H", "N", "C", "N", "S", "H", "H", "H", "H", "C", "S", "O", "O", "O", "H", "H", "H"],
  "positions_angstrom": [[0.02834, -0.05813, 0.63470], [1.42854, -1.21549, -0.82519], [0.75269, -1.92321, -1.92447], [-0.59421, -1.28677, -2.18296], [-1.43043, -1.21231, -0.97832], [-1.77528, -2.53528, -0.43993], [-1.78363, -2.59071, 1.07624], [-0.52084, -2.06347, 1.60172], [-2.60386, -0.36935, -1.23199], [-3.18977, 0.20073, 0.04239], [-2.11333, 0.85224, 0.79657], [2.00932, -0.46783, -1.19489], [2.03637, -1.84052, -0.30401], [0.66596, -2.97663, -1.66576], [1.32035, -1.86321, -2.85423], [-1.10748, -1.83194, -2.98400], [-0.42255, -0.26545, -2.52375], [-1.04583, -3.25819, -0.79905], [-2.75578, -2.84947, -0.80878], [-1.94969, -3.63015, 1.36982], [-2.59161, -1.99760, 1.49583], [0.24687, -2.69850, 1.39948], [-0.56084, -1.97644, 2.61330], [-3.37783, -0.93496, -1.76084], [-2.29639, 0.45768, -1.87385], [-3.64824, -0.57137, 0.65597], [-3.98218, 0.90154, -0.22897], [-2.39721, 1.03539, 1.75387], [-1.89530, 1.75779, 0.38386], [3.35471, 2.72250, -0.82865], [2.44452, 2.63743, -1.76783], [2.67341, 3.15627, -2.96881], [0.92686, 1.84267, -1.53470], [4.19831, 3.25630, -0.98742], [3.19769, 2.42613, 0.13499], [3.51613, 3.66965, -3.17487], [1.97903, 3.09247, -3.69318], [1.29608, 1.77955, 4.10237], [1.55094, 1.36114, 2.40630], [2.80302, 1.90743, 1.95675], [1.47308, -0.12070, 2.23014], [0.39197, 1.87606, 1.62495], [2.15974, 1.44964, 4.67461], [0.38541, 1.29267, 4.43930], [1.20297, 2.86239, 4.14329]],
  "mulliken_charge": [0.97, -0.41, -0.68, -0.74, 0.71, -0.76, -0.66, -0.38, -0.87, -0.75, -0.44, 0.20, 0.27, 0.39, 0.47, 0.30, 0.43, 0.30, 0.33, 0.43, 0.31, 0.23, 0.29, 0.39, 0.47, 0.27, 0.48, 0.22, 0.29, -0.21, 0.61, -0.38, -0.32, 0.24, 0.20, 0.21, 0.21, -1.00, 1.36, -0.75, -0.66, -0.69, 0.40, 0.33, 0.38]
}